# 1
DFT (ωB97M-V with the def2-TZVPD basis set) results for C2H27O12V as an isolated structure.

Atoms and positions in Å:
V 1.054 2.585 1.878
O 2.854 0.466 -4.545
O -0.264 4.256 1.444
O -1.843 -3.182 0.301
O 3.618 -2.212 -0.464
O -0.732 2.101 3.367
O -1.774 2.370 -1.938
O 1.925 0.837 3.037
O 3.249 0.549 -1.553
O -3.349 -0.967 -0.469
O -1.838 -3.684 -2.513
O -0.199 1.286 0.671
O -2.126 -0.278 2.343
C 0.050 -0.245 -1.384
C 0.186 0.036 0.130
H -0.584 2.012 4.319
H 0.698 -1.051 -1.710
H 2.693 0.636 3.590
H -1.236 1.937 -1.262
H 3.046 -1.633 -0.986
H -2.588 -1.505 -0.189
H 2.074 0.855 -4.954
H 2.679 0.486 -3.595
H -0.226 -0.840 0.660
H -1.489 0.233 1.817
H 3.306 -2.117 0.443
H 0.337 0.690 -1.869
H -2.588 -3.749 0.547
H -1.308 1.343 3.140
H -1.014 4.011 0.870
H 1.306 0.105 3.178
H -1.711 -1.139 2.481
H -1.740 -4.533 -2.074
H -2.301 1.659 -2.323
H 2.686 1.056 -0.957
H -1.005 -0.477 -1.525
H 3.893 0.111 -0.976
H -3.504 -0.360 0.264
H 1.255 -0.087 0.407
H -0.395 5.189 1.659
H -1.056 -3.687 0.541
H -2.039 -3.064 -1.802

Values from the calculation:
2S+1: 4
Total charge: +1
Highest occupied orbital energy (spin up / spin down): -12.745 / -12.745 eV
Relative energy (zero: lowest compared OMol25 entry of this formula, charge and spin): 0.0 kJ/mol
Expectation value of S²: 3.76
Kohn-Sham gap (spin up / spin down): 7.647 / 7.608 eV
Total energy: -1938.99938 hartree

Mulliken population analysis, charges in e, atoms 1 to 5:
1. V 0.928
2. O -0.626
3. O -0.483
4. O -0.563
5. O -0.636


# 2
DFT (ωB97M-V with the def2-TZVPD basis set) results for a 13-piece molecular cluster, C2H28O14 overall.

Atoms and positions in Å:
O -1.078 1.620 -3.220
O 0.428 -0.997 4.582
O 1.595 -0.056 -3.349
O 1.496 1.944 2.161
O -0.414 -0.369 1.873
O -2.134 -3.646 -0.786
O -2.668 1.685 -1.323
O -2.855 1.054 2.675
O 3.713 1.102 -2.126
O 1.280 3.396 -0.386
O -1.702 -0.390 0.050
O -3.161 -1.658 2.278
O -0.718 -3.444 1.767
O 4.555 -1.240 -0.777
C -0.604 -0.422 0.608
C 0.571 -0.432 -0.403
H 0.680 0.592 -0.760
H -2.322 1.061 -0.681
H -3.450 1.119 1.929
H 1.526 -0.822 -0.049
H 0.223 -0.192 5.058
H 1.351 -0.976 -3.247
H -2.633 -1.363 1.536
H -3.578 1.558 -1.601
H -1.027 2.146 -4.018
H -0.959 -2.523 1.670
H 0.239 -3.446 1.736
H 4.224 -0.345 -0.849
H -2.008 -4.407 -0.219
H -0.242 1.155 -3.185
H -2.017 0.793 2.292
H 0.324 -1.033 -1.278
H 1.438 2.172 1.233
H -2.665 -1.384 3.050
H -1.494 -3.005 -0.473
H 0.003 -0.888 3.732
H 5.473 -1.137 -0.525
H 0.931 1.177 2.255
H 1.454 0.128 -4.278
H 1.603 4.204 -0.785
H 3.112 0.516 -2.587
H 3.182 1.493 -1.432
H 0.407 3.619 -0.064
H -2.082 1.642 -2.082

Values from the calculation:
2S+1: 2
Total charge: -1
Highest occupied orbital energy (spin up / spin down): -1.010 / -7.453 eV
Relative energy (zero: lowest compared OMol25 entry of this formula, charge and spin): 0.0 kJ/mol
Expectation value of S²: 0.75
Kohn-Sham gap (spin up / spin down): 3.220 / 9.776 eV
Total energy: -1146.34808 hartree

Mulliken population analysis, charges in e, atoms 1 to 5:
1. O -0.239
2. O -0.676
3. O -0.682
4. O -0.696
5. O -0.402


# 3
DFT (ωB97M-V with the def2-TZVPD basis set) results for a 13-piece molecular cluster, C2H29O13 overall.

Atoms and positions in Å:
O -2.017 -0.347 3.879
O -1.791 -2.376 0.273
O 3.728 2.035 -1.433
O 0.159 1.531 3.134
O 2.203 -0.286 -1.994
O -0.006 -0.608 -0.482
O -4.569 -1.575 0.817
O 0.957 -0.723 1.806
O -0.137 0.755 -4.022
O 3.276 -1.639 0.650
O -3.264 -0.821 -2.379
O 0.830 -2.845 -1.814
O 2.302 2.109 0.857
C -1.261 1.120 0.430
C -0.557 0.637 -0.785
H -2.528 -1.468 -2.472
H 0.592 -0.592 0.917
H 2.673 1.413 1.407
H -2.909 -0.197 3.667
H -0.711 1.355 -3.612
H 3.598 2.681 -2.094
H -1.112 -2.768 0.757
H 2.516 2.875 1.338
H -4.802 -1.860 -0.075
H 0.629 -2.014 -1.317
H -0.546 1.658 1.037
H 3.995 -1.546 1.251
H -0.327 -0.144 -3.767
H 0.230 1.345 -1.067
H -2.005 1.871 0.290
H 0.532 1.841 3.956
H -1.590 -0.120 3.040
H 2.563 -1.116 0.961
H -2.995 0.081 -2.491
H -3.582 -1.550 0.772
H 0.332 2.263 2.557
H -1.115 0.600 -1.649
H -1.291 -1.589 0.002
H 3.065 2.201 -0.751
H 2.882 0.264 -1.546
H 1.766 -2.706 -1.898
H 0.715 0.077 2.283
H 1.379 -0.141 -1.452
H -1.805 0.321 1.021

Values from the calculation:
Total charge: -1
Highest occupied orbital energy: -5.557 eV
Relative energy (zero: lowest compared OMol25 entry of this formula, charge and spin): 180.4 kJ/mol
Kohn-Sham gap: 7.423 eV
Total energy: -1071.73409 hartree

Mulliken population analysis, charges in e, atoms 1 to 5:
1. O -0.689
2. O -0.698
3. O -0.652
4. O -0.493
5. O -0.710


# 4
DFT (ωB97M-V with the def2-TZVPD basis set) results for C2H2AlI2O4S as an isolated structure.

Atoms and positions in Å:
I -2.778 -0.642 -1.973
I -2.059 -1.969 1.273
S 1.392 -0.395 -0.006
Al 3.322 2.497 -0.253
O 0.130 -1.148 -0.900
O 2.398 0.503 -0.765
O 2.169 -1.573 0.647
O 0.399 0.564 1.007
C -0.960 0.679 0.388
C -1.228 -0.758 -0.407
H -1.152 1.543 -0.378
H -1.633 0.699 1.368

Values from the calculation:
Total charge: +3
Highest occupied orbital energy: -20.665 eV
Kohn-Sham gap: 2.192 eV
Total energy: -1612.84316 hartree

Mulliken population analysis, charges in e, atoms 1 to 5:
1. I 0.919
2. I 0.936
3. S 1.057
4. Al 1.015
5. O -0.260


# 5
DFT (ωB97M-V with the def2-TZVPD basis set) results for C2H2BaO2 as an isolated structure.

Atoms and positions in Å:
Ba -1.495 -1.998 0.050
O -0.957 0.287 0.068
O 2.550 0.456 -0.831
C 1.414 -0.017 -0.687
C 0.379 -0.082 0.093
H 2.527 2.267 0.363
H 1.816 2.329 0.787

Values from the calculation:
Highest occupied orbital energy: -5.985 eV
Relative energy (zero: lowest compared OMol25 entry of this formula, charge and spin): 148.2 kJ/mol
Kohn-Sham gap: 4.443 eV
Total energy: -253.19986 hartree

Mulliken population analysis, charges in e, atoms 1 to 5:
1. Ba 1.365
2. O -0.745
3. O -0.554
4. C 0.537
5. C -0.583


# 6
DFT (ωB97M-V with the def2-TZVPD basis set) results for C2H2BeFO as an isolated structure.

Atoms and positions in Å:
F 1.666 1.781 -0.227
O -1.069 -0.238 -0.362
C -0.199 0.451 0.041
C 0.822 1.103 0.551
Be -1.175 -1.486 -0.700
H -0.982 -2.787 -0.935
H 0.936 1.176 1.633

Values from the calculation:
Total charge: +1
Highest occupied orbital energy: -16.628 eV
Relative energy (zero: lowest compared OMol25 entry of this formula, charge and spin): 211.8 kJ/mol
Kohn-Sham gap: 9.077 eV
Total energy: -266.85428 hartree

Mulliken population analysis, charges in e, atoms 1 to 5:
1. F -0.133
2. O -0.325
3. C 0.925
4. C -0.206
5. Be 0.469


# 7
DFT (ωB97M-V with the def2-TZVPD basis set) results for C2H2Br2 as an isolated structure.

Atoms and positions in Å:
Br -1.533 -1.589 0.001
Br -1.533 1.589 0.001
C 0.818 0.000 -0.001
C -0.501 0.000 -0.001
H 1.375 -0.922 0.001
H 1.375 0.922 0.001

Values from the calculation:
Highest occupied orbital energy: -9.708 eV
Relative energy (zero: lowest compared OMol25 entry of this formula, charge and spin): 0.0 kJ/mol
Kohn-Sham gap: 10.344 eV
Total energy: -5225.40353 hartree

Mulliken population analysis, charges in e, atoms 1 to 5:
1. Br -0.085
2. Br -0.085
3. C -0.564
4. C 0.202
5. H 0.266


| no. | maximum force (eV/A) |
| --- | --- |
| 1 | 3.48 |
| 2 | 3.05 |
| 3 | 2.79 |
| 4 | 7.18 |
| 5 | 4.07 |
| 6 | 9.76 |
| 7 | 0.24 |